--- one ---
DFT (wB97M-V/def2-TZVPD) results for a cluster of 2 separate species, C5H9NO3 in total.

SMILES = N/C=C/C(=C=O)CO.O
HOMO = -8.30 eV
Frontier orbital gap = 8.94 eV
LUMO level = 0.638 eV

Each line ends with the natural charge from an NBO analysis.
Positions of all 18 atoms, in Å:
1 N -2.3466 -1.3327 -0.8711  -0.8923
2 C -1.3212 -0.4759 -1.0824  -0.0798
3 C -0.7563 0.3615 -0.1593  -0.2205
4 C 0.5150 1.0855 -0.4138  -0.4000
5 C 0.5392 1.9999 -1.3706  0.7459
6 O 0.5254 2.8048 -2.2140  -0.4503
7 C 1.7308 0.8961 0.4525  -0.0569
8 O 1.4894 1.4500 1.7365  -0.7236
9 H -1.9608 -2.1107 -1.5126  0.4338
10 H -2.9572 -1.1910 -0.0773  0.4116
11 H -1.4917 0.3563 -1.8792  0.2094
12 H -1.1329 0.3570 0.8693  0.2008
13 H 1.9365 -0.1842 0.5375  0.1817
14 H 2.6112 1.3659 -0.0155  0.1768
15 H 2.2112 1.2047 2.3225  0.4703
16 O 0.2547 -2.5295 1.0583  -0.9474
17 H -0.1316 -1.7494 0.6257  0.4744
18 H 0.2850 -2.3080 1.9936  0.4661

--- two ---
DFT (wB97M-V/def2-TZVPD) results for a structure of composition C5H9NO3.

HOMO = -8.13 eV
Frontier orbital gap = 7.46 eV
LUMO level = -0.671 eV

Each line ends with the natural charge from an NBO analysis.
Positions of all 18 atoms, in Å:
1 C 0.4820 -2.2121 0.8188  -0.7180
2 C 0.2784 -1.2535 -0.3160  0.7866
3 O -1.4311 -0.5558 0.0423  -0.3986
4 O -2.0354 -0.2128 -1.2285  -0.4530
5 O 0.4736 -1.5310 -1.4807  -0.6339
6 H -1.3350 -0.4434 -1.8656  0.4561
7 H 0.5117 -1.6725 1.7645  0.2255
8 H 1.4391 -2.7314 0.7177  0.2381
9 H -0.3273 -2.9391 0.8695  0.2598
10 C -0.4703 1.0663 0.7101  0.0698
11 C 1.6250 1.0577 -0.5640  0.0828
12 C -0.8939 2.2709 0.2578  -0.5563
13 N 0.8268 0.4677 0.2285  -0.3884
14 H -0.6606 0.7677 1.7366  0.2052
15 H 2.0201 0.5435 -1.4398  0.2071
16 H 1.9810 2.0531 -0.2832  0.1986
17 H -0.7810 2.5856 -0.7716  0.2024
18 H -1.7031 2.7392 0.8036  0.2162

--- three ---
DFT (wB97M-V/def2-TZVPD) results for a cluster of 2 separate species, C5H9NO3 in total.

SMILES = N#CCCCOC=O.O
HOMO = -11.09 eV
Frontier orbital gap = 11.54 eV
LUMO level = 0.451 eV

Each line ends with the natural charge from an NBO analysis.
Positions of all 18 atoms, in Å:
1 N -2.7985 2.7642 -2.4746  -0.3176
2 C -2.4053 1.8365 -1.9078  0.2866
3 C -1.9182 0.6754 -1.1558  -0.5100
4 C -0.4478 0.8064 -0.7357  -0.4102
5 C 0.0106 -0.4207 0.0401  -0.0800
6 O 1.3161 -0.2064 0.5883  -0.5161
7 C 2.3885 -0.6338 -0.1028  0.6552
8 O 2.3559 -1.1625 -1.1855  -0.5806
9 H -2.0627 -0.2125 -1.7893  0.2498
10 H -2.5669 0.5508 -0.2758  0.2460
11 H -0.3217 1.6962 -0.1042  0.2187
12 H 0.1846 0.9322 -1.6239  0.2279
13 H 0.0220 -1.3159 -0.5958  0.2107
14 H -0.6354 -0.6097 0.9061  0.1883
15 H 3.3123 -0.3555 0.4324  0.1302
16 O 1.0974 -1.7630 3.1085  -0.9406
17 H 1.6401 -1.7497 3.9018  0.4702
18 H 0.8290 -0.8320 2.9739  0.4715

Most stable: three